## i
39
Properties=species:S:1:pos:R:3:nbo_charge:R:1 method="wB97M-V/def2-TZVPD" lumo_ev=0.22 gap_ha=0.389 multiplicity=1
O 3.234 0.100 0.796 -0.9958
H 2.626 -0.438 1.367 0.5090
H 3.705 0.601 1.478 0.4765
O 1.105 2.610 0.474 -0.9693
H 0.855 1.727 0.746 0.4967
H 1.767 2.920 1.073 0.4642
O -1.233 -0.452 3.387 -0.9729
H -1.615 -1.295 3.483 0.4551
H -1.590 -0.065 2.593 0.4956
O 0.995 0.044 -3.000 -0.9921
H 0.882 0.889 -3.411 0.4693
H 1.874 0.223 -2.698 0.5035
O -1.616 3.265 0.003 -0.9507
H -1.977 3.934 0.607 0.4630
H -0.892 3.029 0.518 0.4820
O 3.489 0.565 -1.825 -0.9717
H 3.275 0.542 -0.881 0.5064
H 4.018 -0.199 -1.838 0.4645
O -2.660 0.557 1.271 -0.9684
H -3.323 -0.052 0.998 0.4963
H -2.342 0.980 0.518 0.4866
O 2.000 -1.924 2.015 -0.9668
H 1.336 -1.741 2.678 0.5076
H 1.689 -2.497 1.315 0.4965
O -4.064 -0.588 -0.721 -0.9767
H -4.722 -0.257 -1.298 0.4698
H -3.235 -0.430 -1.170 0.4953
O 1.389 -2.199 -1.210 -0.9618
H 1.328 -3.042 -0.882 0.4716
H 1.616 -2.196 -2.152 0.4936
O 0.039 0.233 0.111 -0.9770
H 0.839 -0.302 -0.041 0.4986
H -0.397 0.135 -0.711 0.5010
O -1.739 0.075 -1.994 -0.9789
H -1.948 0.912 -2.463 0.4996
H -1.063 -0.386 -2.461 0.5147
O -1.001 -2.085 1.002 -0.9926
H -0.742 -1.145 0.890 0.4962
H -1.887 -2.031 1.414 0.4614

---

## ii
39
Properties=species:S:1:pos:R:3:nbo_charge:R:1 method="wB97M-V/def2-TZVPD" lumo_ev=-0.15 gap_ha=0.345 multiplicity=1
H -0.379 -0.881 0.609 0.4761
H -0.072 -0.101 -0.659 0.4668
H 4.939 -0.528 -0.528 0.4710
H 3.693 0.339 -0.451 0.4455
H -1.608 2.210 1.283 0.4650
H -0.636 1.653 0.256 0.4643
H 2.212 -0.211 2.455 0.4630
H 0.745 -0.197 2.058 0.4759
H 1.522 0.496 -3.400 0.4684
H 0.209 1.250 -3.273 0.4765
H -1.036 4.527 0.626 0.4703
H -1.967 4.528 1.827 0.4744
H -1.487 3.202 -1.455 0.4777
H -1.533 1.712 -1.158 0.4826
H -4.265 -0.488 1.825 0.4784
H -2.962 -0.579 1.048 0.4671
H -3.091 -2.308 3.110 0.4713
H -4.085 -1.745 4.112 0.4684
H 1.626 -3.168 -2.441 0.4866
H 1.374 -3.220 -3.939 0.4684
H 1.831 3.220 -0.423 0.4773
H 2.523 2.134 0.384 0.4498
H -0.601 -4.357 -1.557 0.4890
H -0.503 -4.354 -0.040 0.4653
H 1.559 -2.151 0.063 0.4699
H 1.867 -0.682 -0.171 0.4533
O -0.500 -0.017 0.201 -0.9412
O 4.118 -0.335 -0.994 -0.9146
O -0.983 1.490 1.140 -0.9506
O 1.337 -0.462 2.771 -0.9407
O 1.162 1.363 -3.184 -0.9442
O -1.264 4.016 1.411 -0.9320
O -0.994 2.385 -1.590 -0.9511
O -3.918 -0.600 0.933 -0.9487
O -4.032 -2.139 3.234 -0.9364
O 1.302 -3.750 -3.137 -0.9553
O 2.452 3.091 0.304 -0.9258
O -0.671 -3.775 -0.792 -0.9537
O 2.118 -1.566 -0.460 -0.9281

---

Energetically preferred structure: i | next structure: +410.9 kJ/mol